## P
# C3H5NO3S

A 2-piece molecular cluster, C3H5NO3S overall (ωB97M-V/def2-TZVPD, OMol25).

Last column: Löwdin charge in e.
Element x y z (Å)
S1 -0.56124 -2.87102 1.79707  0.881
O1 0.61206 -2.79718 2.68221  -0.459
O2 -0.33383 1.32318 -0.97700  0.068
O3 -0.44290 -3.71203 0.59725  -0.447
N1 -0.23043 -0.58493 0.52737  -0.009
C1 1.19307 -0.92845 0.38434  -0.138
C2 -1.72434 1.36952 -0.56584  0.015
C3 -0.69144 0.45464 -0.04484  -0.351
H1 -1.92263 2.15276 -0.00280  0.052
H2 1.58455 -1.27644 1.38779  0.065
H3 1.93049 0.02034 0.15711  0.139
H4 -2.47951 0.95965 -1.37665  0.164
H5 1.42599 -1.55429 -0.34925  0.020

Computed properties:
HOMO level = -10.35 eV
orbital gap = 0.36515 Eh

## Q
# C3H5NO3S

One molecule with the formula C3H5NO3S (ωB97M-V/def2-TZVPD, OMol25).

Last column: Löwdin charge in e.
Element x y z (Å)
S1 -2.75828 0.69304 -0.05630  0.876
O1 -4.16801 0.24333 0.07502  -0.610
O2 0.38618 0.34836 -0.06682  0.020
O3 0.21346 -1.93150 -0.22507  0.035
N1 2.29111 1.79989 -0.10901  0.088
C1 1.74692 0.51229 -0.02236  -0.168
C2 -0.41927 -0.72521 -0.00144  -0.419
C3 -1.88061 -0.71813 -0.01090  -0.358
H1 3.25872 1.71393 0.06902  0.073
H2 2.38291 -0.33286 -0.16052  0.109
H3 -2.33120 -1.76236 0.15427  0.115
H4 1.83472 2.63983 0.13453  0.081
H5 -0.55666 -2.48061 0.21959  0.158

Computed properties:
HOMO level (alpha / beta) = -7.15 / -6.66 eV
orbital gap (alpha / beta) = 0.28019 / 0.23217 Eh

Most stable structure - P; separation to the second - 1.191 eV.